# C39H66O39P2S

12 unconnected molecules or ions with the total composition C39H66O39P2S at a distorted geometry (the ωB97M-V functional and the def2-TZVPD basis, the Open Molecules 2025 dataset).

The total charge is -2. The calculation puts the HOMO-LUMO gap at 8.4 eV. Its spin multiplicity is 1. For the HOMO energy, the calculation gives -5.13 eV. Its lowest unoccupied orbital energy is 3.31 eV.

Geometry (Å):
S1 -0.68562 -0.94170 0.89063
O1 0.16401 -1.76319 1.79304
O2 -2.10011 -0.97140 1.30952
O3 -0.10806 0.42108 0.99413
O4 -0.50939 -1.38066 -0.51406
C1 -1.14079 -3.29614 4.38379
C2 -0.02060 -2.70413 5.28344
O5 -0.68795 -2.34146 6.49453
C3 -1.84451 -2.98373 6.56197
O6 -2.48830 -3.07493 7.57910
O7 -2.14594 -3.50319 5.38517
H1 -0.89710 -4.27609 3.97868
H2 -1.52879 -2.63965 3.60644
H3 0.40359 -1.82459 4.79948
H4 0.79451 -3.39175 5.50122
C4 -3.15054 -2.57208 -1.66862
C5 -2.73451 -1.27766 -2.33986
O8 -3.60675 -1.17209 -3.47939
C6 -4.49479 -2.15241 -3.48320
O9 -5.40684 -2.27310 -4.25408
O10 -4.19097 -3.04957 -2.51258
H5 -3.48876 -2.27408 -0.67189
H6 -2.42926 -3.38332 -1.69512
H7 -1.70006 -1.47177 -2.62457
H8 -2.80155 -0.36002 -1.76713
C7 -2.05455 -4.27747 1.13251
C8 -1.20741 -5.11062 0.16073
O11 -1.45929 -6.44577 0.59133
C9 -2.21122 -6.48492 1.69588
O12 -2.50772 -7.50528 2.23323
O13 -2.63485 -5.24841 2.00015
H9 -2.80838 -3.65707 0.65642
H10 -1.38987 -3.55818 1.61516
H11 -0.14186 -4.92722 0.29079
H12 -1.44494 -4.99718 -0.89364
C10 2.84516 0.40373 1.58633
C11 2.46414 0.05676 3.02085
O14 3.65613 -0.50547 3.55800
C12 4.68142 -0.36047 2.68498
O15 5.82418 -0.63145 2.92234
O16 4.23968 0.11412 1.53044
H13 2.67713 1.45700 1.35625
H14 2.27258 -0.14371 0.83985
H15 1.62057 -0.63184 3.04479
H16 2.14945 0.98139 3.50934
C13 0.31465 1.26586 -2.57077
C14 1.41972 1.90756 -1.71199
O17 1.67687 3.11894 -2.39495
C15 1.26815 3.05544 -3.66732
O18 1.44465 3.87226 -4.51200
O19 0.46187 1.96831 -3.79873
H17 -0.64509 1.51482 -2.11573
H18 0.40148 0.19026 -2.68987
H19 2.33406 1.33128 -1.56151
H20 1.03538 2.09999 -0.70917
C16 -4.69856 -2.69845 2.85848
C17 -5.56522 -1.86480 1.87903
O20 -6.53760 -1.28278 2.74492
C18 -6.31258 -1.66441 4.02263
O21 -6.88703 -1.21063 4.96714
O22 -5.44738 -2.66209 4.06621
H21 -3.67716 -2.32010 2.94773
H22 -4.54664 -3.74009 2.57941
H23 -5.92650 -2.63536 1.19666
H24 -4.91847 -1.19373 1.31790
C19 -3.08408 0.08781 4.31382
C20 -2.02080 1.01802 3.71392
O23 -1.75345 1.93594 4.77217
C21 -2.66793 1.78294 5.77066
O24 -2.77986 2.55332 6.67285
O25 -3.48587 0.78907 5.48747
H25 -2.64135 -0.87080 4.57434
H26 -3.95972 -0.01520 3.67753
H27 -2.17829 1.48181 2.74682
H28 -1.09779 0.44743 3.58960
C22 2.35166 -3.71745 1.24994
C23 2.19393 -3.06989 -0.11410
O26 3.54197 -3.00317 -0.60367
C24 4.38838 -3.71954 0.22059
O27 5.51136 -3.99611 -0.04800
O28 3.72359 -4.13531 1.28677
H29 1.66861 -4.53053 1.48994
H30 2.26492 -3.02766 2.08928
H31 1.77089 -2.07257 -0.03167
H32 1.65302 -3.71413 -0.80821
C25 -2.03768 3.21074 0.86741
C26 -2.64386 2.03778 0.10809
O29 -3.07072 2.61262 -1.12837
C27 -2.83503 3.90112 -1.16525
O30 -3.13406 4.61131 -2.08551
O31 -2.24761 4.33036 -0.01320
H33 -0.96560 3.08332 0.98157
H34 -2.61131 3.32334 1.78424
H35 -3.48819 1.61607 0.65385
H36 -1.93977 1.22920 -0.07537
C28 1.73069 1.44270 -8.13494
C29 2.86100 0.41533 -8.07253
O32 2.69594 -0.44203 -6.94746
P1 1.84405 -1.78442 -7.02914
O33 0.42399 -1.60207 -7.34159
O34 2.62281 -2.63187 -8.14496
C30 2.26149 -3.95519 -8.50859
C31 2.19217 -4.04375 -10.02118
O35 2.13178 -2.50527 -5.65075
C32 1.61113 -2.00014 -4.41623
C33 0.61563 -3.02678 -3.87094
H37 1.63813 2.08911 -7.26388
H38 1.76138 1.98059 -9.08246
H39 0.78759 0.88715 -8.12575
H40 2.97418 -0.12814 -9.01135
H41 3.79732 0.95229 -7.90779
H42 2.99052 -4.63277 -8.05731
H43 1.28962 -4.27056 -8.11791
H44 1.48761 -3.29428 -10.38578
H45 3.11030 -3.75350 -10.53798
H46 1.93702 -5.06576 -10.29984
H47 2.47703 -1.90692 -3.76234
H48 1.05369 -1.07672 -4.58404
H49 0.30920 -2.85656 -2.83726
H50 -0.32920 -2.95992 -4.41979
H51 1.03373 -4.00471 -4.10997
C34 0.56935 3.49318 3.45646
C35 1.19491 4.38684 2.36561
O36 1.06429 5.73849 2.77278
P2 2.22903 6.79602 2.48029
O37 1.92625 8.19453 2.77509
O38 3.46258 6.20458 3.30134
C36 3.43042 5.92377 4.67912
C37 3.62699 7.18478 5.50648
O39 2.75578 6.46247 1.01078
C38 2.09190 6.91760 -0.17308
C39 0.85600 6.08686 -0.52353
H52 -0.39571 3.93656 3.69914
H53 0.48543 2.47399 3.07472
H54 1.16268 3.45248 4.37008
H55 2.22685 4.02992 2.30691
H56 0.67739 4.20039 1.42931
H57 2.50468 5.46212 5.03868
H58 4.22185 5.22814 4.96021
H59 2.83246 7.92161 5.38533
H60 3.55378 6.95631 6.57462
H61 4.60517 7.61337 5.28986
H62 1.80052 7.96465 -0.08341
H63 2.79477 6.82565 -0.99831
H64 1.10399 5.05290 -0.76429
H65 0.09170 6.10477 0.25196
H66 0.42695 6.45988 -1.45631

Cartesian forces (eV/Å) of the 6 atoms listed first:
S 1.92 0.74 -0.02
O -0.51 -1.12 0.31
O -0.53 -0.18 0.05
O -0.52 1.04 0.02
O -0.62 -0.59 -0.13
C 0.39 -0.03 1.34

***

# C4H12

2 unconnected molecules or ions with the total composition C4H12 at a distorted geometry (the ωB97M-V functional and the def2-TZVPD basis, the Open Molecules 2025 dataset).

The total charge is +1. The calculation puts the HOMO-LUMO gap (alpha / beta) at 14.4 / 4.6 eV. As for the relative energy (zero: lowest compared OMol25 entry of this formula, charge and spin): 128.5 kJ/mol. Its spin multiplicity is 2. For the HOMO energy (alpha / beta), the calculation gives -17.28 / -16.10 eV. Its lowest unoccupied orbital energy (alpha / beta) is -2.88 / -11.53 eV.

Geometry (Å):
C1 0.88443 -1.81632 0.70567
C2 1.76190 -0.57568 0.71806
H1 0.65096 -2.30135 1.65518
H2 -0.06302 -1.66307 0.27433
H3 1.16016 -2.63342 0.15445
H4 2.22899 -0.30888 1.69478
H5 1.18821 0.33942 0.53961
H6 2.68046 -0.67012 0.10947
C3 -1.80028 0.77377 -1.22823
C4 -0.92474 1.65072 -0.26165
H7 -2.08112 -0.02536 -0.66188
H8 -2.51135 1.43095 -1.56336
H9 -1.13184 0.39120 -2.08890
H10 -1.05581 2.64218 -0.40793
H11 0.18363 1.45759 -0.38002
H12 -1.17057 1.30837 0.74042

Cartesian forces (eV/Å) of the 6 atoms listed first:
C 0.97 1.73 0.89
C 1.19 -2.89 -0.22
H -0.23 0.71 0.93
H -2.05 0.77 -0.25
H 1.85 -1.67 -1.80
H -0.49 0.44 0.30

***

# C6H13N

C6H13N in the gas phase at a distorted geometry (the ωB97M-V functional and the def2-TZVPD basis, the Open Molecules 2025 dataset).

The calculation puts the HOMO-LUMO gap at 9.6 eV. As for the relative energy (zero: lowest compared OMol25 entry of this formula, charge and spin): 239.7 kJ/mol. Its spin multiplicity is 1. For the HOMO energy, the calculation gives -8.60 eV. Its lowest unoccupied orbital energy is 1.00 eV.

Geometry (Å):
C1 -0.97306 -1.78267 -0.89299
C2 -0.17180 -1.00823 -0.12412
C3 0.16311 0.50496 -0.23382
C4 -0.62836 1.58972 -1.15263
C5 -0.24931 2.99838 -0.79225
N1 0.09999 -1.37688 1.25241
C6 1.53470 -1.52705 1.75541
H1 -1.13569 -2.86587 -0.85670
H2 -1.24996 -1.24326 -1.83987
H3 0.12124 0.88031 0.87041
H4 1.15029 0.51997 -0.66277
H5 -1.78786 1.67098 -1.17480
H6 -0.54496 1.34803 -2.22068
H7 0.84998 3.01462 -0.81353
H8 -0.69460 3.83808 -1.37995
H9 -0.47794 3.14748 0.27875
H10 -0.33127 -0.66768 1.90273
H11 2.02133 -2.38708 1.29877
H12 1.25870 -1.65417 2.78086
H13 2.06913 -0.61388 1.69236

Cartesian forces (eV/Å) of the 6 atoms listed first:
C 1.51 1.86 -1.53
C -2.00 0.72 1.70
C -2.12 1.08 -0.23
C -2.66 -1.15 -0.42
C 1.34 0.35 0.72
N 0.81 -0.68 0.67

***

# C4H7PS

C4H7PS in the gas phase at a distorted geometry (the ωB97M-V functional and the def2-TZVPD basis, the Open Molecules 2025 dataset).

The calculation puts the HOMO-LUMO gap at 9.9 eV. As for the relative energy (zero: lowest compared OMol25 entry of this formula, charge and spin): 148.2 kJ/mol. Its spin multiplicity is 1. For the HOMO energy, the calculation gives -8.93 eV. Its lowest unoccupied orbital energy is 0.92 eV.

Geometry (Å):
S1 2.51823 0.61924 -0.04120
C1 0.74485 0.54335 0.42223
C2 0.13358 -0.93331 0.79102
C3 -0.95690 -0.59633 -0.14049
P1 -1.92450 0.88013 0.21966
C4 -0.27990 0.63113 -0.65990
H1 2.62819 -0.28997 -0.91632
H2 0.55739 1.26578 1.34024
H3 -0.14496 -0.90424 1.86015
H4 0.86839 -1.71357 0.48965
H5 -1.31026 -1.32983 -0.81627
H6 -2.79497 0.79181 -0.88663
H7 -0.03914 1.03580 -1.66214

Cartesian forces (eV/Å) of the 6 atoms listed first:
S -0.49 2.28 2.18
C 0.66 -0.57 2.44
C 2.00 2.03 1.68
C -0.29 -1.10 -2.15
P 0.06 0.78 0.46
C -0.75 1.46 -0.89

***

# C3H8OS2

2 unconnected molecules or ions with the total composition C3H8OS2 at a distorted geometry (the ωB97M-V functional and the def2-TZVPD basis, the Open Molecules 2025 dataset).

The calculation puts the HOMO-LUMO gap at 8.3 eV. As for the relative energy (zero: lowest compared OMol25 entry of this formula, charge and spin): 36.7 kJ/mol. Its spin multiplicity is 1. For the HOMO energy, the calculation gives -7.64 eV. Its lowest unoccupied orbital energy is 0.67 eV.

Geometry (Å):
C1 0.00000 0.00000 0.00000
C2 -1.29243 -0.58339 -0.32683
S1 -1.30821 -2.36421 -0.43453
S2 0.59379 -2.61248 0.06854
C3 1.09522 -0.96435 -0.31087
H1 0.04148 0.25462 1.07652
H2 0.22511 0.92036 -0.57245
H3 -2.03226 -0.33067 0.45689
H4 -1.67019 -0.18394 -1.28765
H5 1.36956 -0.82109 -1.37372
H6 1.95046 -0.62721 0.30587
O1 0.79698 -4.16755 -3.95203
H7 1.25137 -3.39546 -3.54500
H8 1.52461 -4.71618 -4.32325

Cartesian forces (eV/Å) of the 6 atoms listed first:
C 1.35 1.36 1.20
C -3.30 0.89 -0.34
S -1.57 -0.54 -0.95
S 2.04 -0.98 1.11
C 1.70 1.08 -0.80
H -0.01 -0.08 -0.49

***

Number 1: energy -5541.4440 hartree, M 1252.9 g/mol. Number 2: energy -159.1209 hartree, M 60.1 g/mol. Number 3: energy -291.0674 hartree, M 99.2 g/mol. Number 4: energy -896.0538 hartree, M 118.1 g/mol. Number 5: energy -990.6966 hartree, M 124.2 g/mol.